No. 1
Computed, not measured: a single C4H10 molecule, with ωB97M-V with the def2-TZVPD basis set.

Structure (XYZ):
```
14
Properties=species:S:1:pos:R:3:forces:R:3:mulliken_charge:R:1
C 1.426119 -0.354846 0.029368 0.04 0.00 -0.04 -1.39
C -1.005119 -1.024610 -0.154837 -0.05 0.00 -0.12 -1.35
C -0.407720 1.391500 -0.088641 -0.04 0.02 -0.14 -1.36
C -0.013253 -0.002477 0.406294 -0.01 0.02 0.07 0.83
H -1.365471 1.704605 0.342326 0.14 -0.02 -0.06 0.34
H -1.127570 -0.864331 -1.236112 0.05 -0.10 0.20 0.32
H 1.701260 -1.344191 0.414294 -0.05 0.15 -0.08 0.36
H 0.342347 2.154195 0.143294 -0.08 -0.12 0.08 0.36
H -1.992460 -0.911365 0.305354 0.11 -0.02 -0.07 0.35
H 1.555630 -0.371619 -1.060183 -0.03 0.01 0.12 0.31
H -0.080564 -0.014003 1.504712 0.00 0.00 -0.18 0.17
H -0.672939 -2.057099 -0.009968 -0.03 0.11 0.08 0.36
H -0.533278 1.372777 -1.181236 0.07 0.05 0.20 0.32
H 2.135892 0.372977 0.440436 -0.13 -0.09 -0.07 0.36
```
Positions in Å, forces in eV/Å.

Properties
HOMO-LUMO gap ... 12.56 eV
Structure (SMILES) ... CC(C)C
E_HOMO ... -11.314 eV

---

No. 2
Computed, not measured: a molecular structure, C32H34F2N5O5PSV at a distorted geometry, with ωB97M-V with the def2-TZVPD basis set.

Structure (XYZ):
```
81
Properties=species:S:1:pos:R:3:forces:R:3:mulliken_charge:R:1
V -0.028440 0.020749 -0.089193 -0.15 -0.68 -0.02 -0.18
S 2.371452 -2.407876 0.234703 0.01 -0.26 0.29 -0.40
P -0.905691 -2.340796 -0.978654 -0.05 0.11 0.13 2.54
F -1.956229 0.434789 2.373497 -0.19 -0.09 -0.22 -0.29
F -2.794805 -0.729925 0.681399 -0.06 0.11 0.16 -0.42
O -1.178206 0.641614 -1.596575 0.08 0.00 0.04 -0.35
O 0.579895 -0.192416 1.855369 0.11 0.07 0.03 -0.40
O 0.942043 -0.112635 4.058807 -0.02 -0.08 -0.04 -0.80
O 3.833925 -1.626354 -2.735402 0.95 -0.03 -0.04 -0.81
O 1.765444 -0.616087 -1.757307 -1.03 -0.56 0.02 -0.58
N 2.400917 1.605563 -0.623307 0.28 0.17 -0.17 -0.93
N -2.932698 -3.508161 -2.510530 -0.07 0.01 0.05 0.11
N 1.062841 1.717647 -0.510904 -0.52 0.30 0.33 1.19
N -0.661117 -4.335308 -2.910456 0.01 -0.03 -0.02 0.15
N -1.844628 -4.960537 -0.849284 -0.03 0.08 0.08 0.07
C 6.943137 -0.129191 -1.613981 -0.02 -0.03 -0.03 -0.23
C 1.057605 0.332296 2.916997 -0.17 0.02 -0.05 -0.42
C 3.907595 0.117918 2.694398 -0.01 0.04 -0.03 -1.30
C 4.199075 0.133270 -1.112009 -0.06 0.15 0.12 0.04
C -0.890510 -5.350259 -1.885994 -0.02 0.01 -0.03 -0.90
C 5.134298 0.941098 -0.469161 -0.06 -0.01 -0.11 -0.84
C -0.903909 2.976719 -1.058809 -0.40 0.03 -0.12 0.83
C 2.747316 0.314110 -0.752167 1.26 0.52 0.78 1.69
C 3.466102 3.891958 2.495302 -0.08 -0.06 0.02 0.70
C -0.216470 2.986414 2.829684 0.00 -0.04 -0.12 -1.39
C -1.490045 4.247276 -1.077895 -0.01 -0.15 -0.02 -0.59
C -2.518439 -2.236773 -1.891411 0.03 -0.02 -0.05 -1.39
C -3.431144 3.406884 -2.189241 -0.05 -0.13 -0.04 -0.46
C 0.033138 -3.167378 -2.347691 -0.02 0.04 -0.03 -1.36
C -1.625668 1.866282 -1.607694 -0.10 0.32 -0.07 0.07
C -1.946984 -3.960985 -3.485137 0.00 -0.04 0.01 -0.88
C 4.660800 -0.813648 -2.037978 -0.22 -0.26 -0.11 0.59
C 4.310085 5.129030 2.333402 0.03 0.04 0.00 -1.55
C 2.016403 -0.905008 -0.384997 -0.28 0.47 -0.71 -0.28
C 3.268565 1.480934 2.686547 0.06 0.04 -0.06 0.76
C 4.044610 2.630890 2.561795 -0.06 -0.01 0.03 -0.92
C -2.882331 2.137861 -2.194106 0.08 0.04 0.13 -0.77
C 0.492259 2.858834 -0.691489 0.45 -0.23 0.02 -0.86
C 1.279789 2.855659 2.714520 -0.15 0.11 0.05 0.77
C -1.929549 0.370873 0.984699 0.27 -0.15 -0.13 0.32
C 2.080194 3.983594 2.577160 0.09 0.07 -0.03 -0.94
C -1.299105 -3.872104 -0.013847 0.00 -0.03 -0.06 -1.32
C 6.495498 0.818488 -0.703635 0.03 0.06 0.06 -0.97
C 1.880214 1.602889 2.762407 0.16 -0.25 -0.16 1.57
C -3.089651 -4.551134 -1.498955 0.09 0.03 -0.02 -0.88
C 6.030756 -0.931409 -2.276018 0.05 -0.08 -0.09 -0.71
C -2.744931 4.473363 -1.617569 0.03 0.15 0.04 -0.76
H 1.007036 -3.465982 -1.967591 0.09 -0.02 0.06 0.47
H 5.125605 2.529899 2.486982 -0.04 0.02 0.01 0.28
H 4.278589 5.756942 3.229885 0.00 -0.01 -0.03 0.34
H 2.922877 -1.456321 -2.407937 -0.43 0.11 -0.18 0.50
H 3.592913 -0.467240 1.822735 0.04 0.04 0.13 -0.07
H 4.756380 1.683431 0.218244 -0.03 0.04 0.04 0.73
H 5.353359 4.867519 2.144567 -0.03 0.01 0.01 0.35
H 7.196726 1.459690 -0.179084 -0.04 -0.04 -0.03 0.37
H 1.603019 4.960051 2.517887 0.03 -0.02 0.00 0.28
H -2.355368 -4.840930 -3.995398 -0.01 0.01 0.00 0.30
H 6.352943 -1.677628 -2.994503 -0.02 0.04 0.03 0.39
H -2.015871 -3.614767 0.769155 -0.02 0.00 -0.02 0.39
H 3.593888 -0.442880 3.576333 0.00 -0.02 0.00 0.48
H -0.387691 -4.216283 0.478274 0.03 0.02 0.00 0.35
H -4.410190 3.566463 -2.630118 0.01 0.00 0.01 0.37
H 4.997478 0.193493 2.680408 -0.04 0.00 -0.01 0.29
H -3.787388 -4.200121 -0.735856 0.01 0.00 0.00 0.43
H 0.213143 -2.428688 -3.131632 -0.02 0.00 -0.03 0.30
H -3.516271 -5.433191 -1.988361 0.00 0.00 -0.01 0.29
H -3.286649 -1.894351 -1.200214 -0.02 -0.01 0.01 0.44
H 0.062644 -5.598284 -1.414442 -0.01 0.01 0.00 0.41
H 8.004319 -0.246496 -1.810131 -0.03 0.01 0.00 0.35
H -0.548637 2.753872 3.845831 0.02 -0.02 -0.05 0.33
H -3.418619 1.296457 -2.618420 0.02 0.02 0.00 0.39
H -2.502206 1.246110 0.644842 -0.06 -0.03 0.10 0.20
H -0.541300 3.997802 2.577360 0.01 0.02 0.01 0.33
H -2.415794 -1.468190 -2.660479 0.01 0.00 0.01 0.34
H -3.175221 5.468717 -1.608785 0.01 -0.03 0.00 0.34
H 3.960901 5.736899 1.494244 0.01 -0.02 0.03 0.32
H -0.924571 5.077656 -0.665065 0.01 -0.02 0.00 0.36
H -0.728008 2.283382 2.168128 0.12 0.14 0.11 -0.07
H 1.113854 3.751951 -0.753323 0.09 -0.04 -0.05 0.20
H -1.789217 -3.170110 -4.221163 0.01 0.01 0.00 0.38
H -1.283387 -6.244895 -2.383185 0.01 0.02 0.02 0.29
```
Positions in Å, forces in eV/Å.

Properties
HOMO-LUMO gap (alpha / beta) ... 5.73 / 6.19 eV
E_HOMO (alpha / beta) ... -1.283 / -1.744 eV
2S+1 ... 4
Total charge ... -2

---

No. 3
Computed, not measured: a single C4H8N2O molecule, with ωB97M-V with the def2-TZVPD basis set.

Structure (XYZ):
```
15
Properties=species:S:1:pos:R:3:forces:R:3:mulliken_charge:R:1
O -0.871600 0.246347 -0.875211 0.12 -0.03 -0.14 -0.41
N 0.740185 1.018467 -2.429255 -0.29 0.02 0.38 -0.65
N 1.283061 0.422309 -0.209602 0.29 0.18 -0.08 -0.02
C -0.646040 -0.743473 0.210209 -0.17 -0.16 0.12 0.51
C 0.831186 -1.004672 0.048725 -0.02 -0.03 0.29 -0.99
C -1.229261 -0.134463 1.491012 0.09 -0.02 0.07 -1.23
C 0.331862 0.611478 -1.313747 0.10 -0.06 -0.36 0.43
H -1.122590 -0.856692 2.307407 0.00 0.08 -0.13 0.34
H 1.384140 -1.487513 0.854656 -0.20 0.30 0.13 0.23
H -0.714866 0.787910 1.789498 -0.02 -0.13 -0.06 0.30
H -2.295593 0.102754 1.388868 0.21 -0.05 -0.08 0.32
H -1.224513 -1.634668 -0.053237 0.06 0.14 -0.01 0.29
H 2.222357 0.474925 -0.595966 -0.10 -0.10 -0.03 0.33
H 0.003414 0.924154 -3.125658 0.01 0.17 0.05 0.28
H 1.190188 1.171025 0.511560 -0.08 -0.32 -0.15 0.26
```
Positions in Å, forces in eV/Å.

Properties
HOMO-LUMO gap ... 7.70 eV
E_HOMO ... -7.050 eV

---

No. 4
Computed, not measured: a molecular structure, C5H10N5 at a distorted geometry, with ωB97M-V with the def2-TZVPD basis set.

Structure (XYZ):
```
20
Properties=species:S:1:pos:R:3:forces:R:3:mulliken_charge:R:1
N 1.493686 1.580568 1.257830 -1.70 -1.84 -0.57 -0.61
N 0.717892 -0.669397 -1.471223 -1.77 0.01 1.97 -0.34
N -0.252816 -2.376795 1.384232 0.31 -3.45 1.82 -0.50
N 0.750550 -1.842940 -0.705172 -0.27 1.92 1.71 -0.15
N 1.490374 0.246063 -0.800131 2.14 2.18 -1.05 -0.10
C -2.003017 2.083062 -0.033627 1.52 -0.61 0.11 -0.69
C 1.017584 0.702919 0.418993 2.68 2.14 0.93 0.24
C -0.071070 -0.177834 0.874640 0.79 -0.12 1.05 1.55
C -1.883804 0.821416 -0.291118 -1.06 -0.66 -0.62 -1.13
C 0.189944 -1.585495 0.535477 -0.96 -1.29 -2.42 0.25
H 2.292012 0.643249 -1.340291 -0.93 -0.27 1.32 0.24
H -2.609398 2.712510 -0.619101 -1.17 0.61 -0.39 0.33
H -0.004882 -3.420848 1.251892 -0.54 2.15 0.03 0.31
H 0.920036 -0.842631 -2.402382 0.87 0.03 -1.92 0.25
H 2.395747 2.043941 1.212891 -0.06 -0.21 -0.93 0.26
H -1.278872 2.533150 0.613784 0.27 0.49 0.47 0.36
H -0.966290 0.302522 0.297076 -1.75 0.35 -1.49 -0.13
H -0.646031 -0.112966 1.798814 1.07 0.32 0.40 0.29
H -2.434194 0.052381 -0.833525 0.40 0.18 0.09 0.40
H 0.882548 -2.692876 -1.149050 0.15 -1.93 -0.51 0.18
```
Positions in Å, forces in eV/Å.

Properties
HOMO-LUMO gap ... 6.53 eV
E_HOMO ... -12.692 eV
Total charge ... +1

---

No. 5
Computed, not measured: a molecular structure, C32H34F3N3Pt at a distorted geometry, with ωB97M-V with the def2-TZVPD basis set.

Structure (XYZ):
```
73
Properties=species:S:1:pos:R:3:forces:R:3:mulliken_charge:R:1
Pt 0.067779 1.601089 -1.664505 0.60 0.77 0.47 0.66
F -1.531105 3.801752 -1.352190 -0.11 0.19 0.02 -0.27
F -1.114736 3.312672 -3.422009 -0.14 0.18 -0.22 -0.25
F 0.342661 4.390444 -2.260439 0.10 0.35 -0.01 -0.21
N -1.179366 -0.393858 -1.755465 0.30 -0.40 -0.17 -0.68
N 1.808641 1.971136 -2.518139 0.05 -0.25 -1.37 -0.88
N -0.905062 1.200634 0.374028 -1.01 0.25 -0.31 -0.73
C -2.478860 -5.197813 -2.382482 0.01 0.02 -0.02 -1.62
C -3.122059 -0.374006 4.636331 -0.03 -0.01 -0.01 -1.58
C -0.853121 -1.446531 4.603547 0.04 0.00 -0.05 -1.56
C -1.119201 0.874544 5.455441 0.01 0.04 -0.03 -2.07
C -2.596312 -2.800864 -1.707807 -0.05 -0.11 0.30 0.31
C -2.171142 -2.235769 -2.902673 0.03 0.12 -0.23 -0.52
C -0.758253 2.033574 1.396778 0.16 0.17 -0.10 -0.75
C -3.696630 -4.598378 -0.297037 0.02 0.05 0.03 -2.10
C 2.636201 1.241974 0.436630 0.16 0.03 0.10 0.04
C -4.660242 -3.948404 -2.500869 0.00 0.02 -0.03 -1.57
C 3.169611 2.554240 2.383370 -0.02 0.04 -0.09 -0.46
C 2.734573 1.361139 1.818644 -0.11 0.04 -0.04 -0.85
C -1.617129 -0.885465 -0.607745 -0.20 0.16 0.57 -0.52
C -1.011851 1.671415 2.709540 0.19 0.32 0.01 -0.35
C -1.412417 0.381240 2.992897 -0.14 -0.34 0.00 0.50
C 5.393828 1.773220 -2.091331 0.03 0.02 -0.08 -0.25
C 4.188021 2.530336 -4.023330 0.03 0.10 -0.16 -0.38
C 4.192360 2.166175 -2.679838 -0.14 0.04 0.20 0.42
C 2.997384 2.298261 -0.397740 0.07 -0.19 -0.24 -0.13
C -1.383446 -0.021171 0.608737 0.14 -0.48 -0.11 -0.35
C 3.444880 3.484956 0.175423 0.02 0.07 0.00 0.07
C 2.895546 2.146568 -1.904465 -0.15 -0.01 0.59 0.13
C -3.354735 -4.128265 -1.712142 0.04 0.06 0.07 2.04
C 6.571009 1.741152 -2.836310 -0.10 0.02 0.09 -0.69
C -0.542784 3.391302 -2.201167 0.43 -0.64 0.57 0.57
C -1.621917 -0.129420 4.416430 -0.04 -0.05 -0.05 1.99
C 5.361894 2.514277 -4.761995 0.00 -0.01 0.02 -0.51
C 3.518142 3.618690 1.556989 -0.04 -0.08 0.00 -0.79
C -2.306436 -2.088939 -0.548011 -0.23 -0.19 0.21 0.46
C 6.558551 2.116096 -4.171706 -0.04 -0.02 0.00 -0.37
C -1.627470 -0.457868 1.896832 -0.02 -0.34 0.18 0.38
C -1.467597 -1.049094 -2.881635 0.10 0.05 -0.04 -0.88
H 3.247063 2.825871 -4.474101 0.06 -0.04 0.05 0.42
H -1.726821 1.783563 5.464220 0.07 -0.05 0.00 0.38
H -1.536195 -5.317285 -1.842218 -0.05 -0.02 -0.03 0.37
H 7.497426 1.425336 -2.367742 -0.08 0.01 -0.03 0.37
H -5.225017 -4.884604 -2.507189 0.04 0.06 -0.01 0.44
H -1.246508 -2.243121 3.967523 0.04 0.05 0.05 0.34
H 3.732990 4.310195 -0.470240 -0.02 -0.08 0.07 0.48
H 3.858652 4.550908 1.992435 -0.01 -0.03 -0.03 0.40
H -4.468017 -3.660739 -3.537550 -0.02 -0.03 0.08 0.33
H -2.795090 -4.730915 0.309194 -0.08 -0.01 -0.04 0.42
H 3.244123 2.653135 3.460279 0.00 0.00 -0.04 0.40
H -5.282179 -3.173532 -2.045014 0.02 -0.05 -0.03 0.38
H -1.964428 -1.476653 2.052573 0.03 0.13 0.05 0.21
H -0.933070 -1.778669 5.641689 -0.01 0.01 -0.07 0.46
H 2.464655 0.524663 2.456415 0.03 0.04 -0.05 0.45
H 0.206319 -1.314410 4.365393 -0.07 -0.02 0.04 0.30
H -4.209177 -5.561544 -0.348805 0.02 0.06 0.01 0.42
H -2.379180 -2.712227 -3.853505 0.05 0.06 0.06 0.47
H -3.686652 0.555014 4.519630 0.03 -0.07 0.02 0.38
H -2.639113 -2.454445 0.414529 0.00 0.00 -0.13 0.35
H -0.078150 1.153550 5.268027 -0.07 -0.03 0.05 0.43
H -0.866805 2.405129 3.493137 0.04 -0.07 -0.13 0.45
H 7.474096 2.092273 -4.752994 -0.06 0.03 0.04 0.37
H -3.514747 -1.099934 3.918499 0.03 0.04 0.07 0.31
H -1.173575 0.427220 6.449759 -0.03 0.03 -0.03 0.43
H 5.406626 1.471997 -1.049949 0.02 0.05 -0.01 0.37
H -3.000199 -6.158909 -2.383376 0.03 0.07 -0.01 0.46
H 2.316722 0.306003 -0.007531 -0.03 -0.03 0.00 0.61
H -3.296324 -0.760526 5.644739 0.00 0.03 -0.07 0.44
H -0.407100 3.027281 1.145462 -0.01 -0.02 0.01 0.48
H -1.112793 -0.588687 -3.793283 0.07 -0.01 -0.04 0.48
H 5.348433 2.814728 -5.804811 -0.01 -0.03 0.08 0.37
H -4.360897 -3.893039 0.211540 0.05 -0.07 -0.02 0.41
H -2.244290 -4.938689 -3.417292 -0.02 -0.03 0.06 0.33
```
Positions in Å, forces in eV/Å.

Properties
HOMO-LUMO gap (alpha / beta) ... 6.16 / 6.16 eV
E_HOMO (alpha / beta) ... -6.567 / -6.566 eV

---

No. 6
Computed, not measured: 7 unconnected molecules or ions with the total composition C6H26NO7 at a distorted geometry, with ωB97M-V with the def2-TZVPD basis set.

Structure (XYZ):
```
40
Properties=species:S:1:pos:R:3:forces:R:3:mulliken_charge:R:1
O 2.775546 -1.108218 1.992644 -0.22 -0.08 0.29 -0.84
O -0.806768 -1.159153 3.205851 0.65 0.05 -0.31 -0.76
O -1.207189 -3.763559 1.152287 0.53 -0.01 0.14 -0.77
O -3.741885 -1.335089 -2.269301 0.03 -0.20 -0.34 -0.68
O -2.189664 -3.406260 -1.258788 -0.56 0.05 -0.22 -0.70
O 3.287760 1.492530 2.367199 -0.27 -0.35 0.23 -0.71
O 0.524257 -1.661700 1.097790 0.66 -0.54 0.77 -0.89
N 0.195757 1.291242 -0.732786 1.19 1.23 -0.54 0.13
C 0.133104 -1.014954 -0.037340 0.52 -0.55 -1.32 -0.01
C 0.116409 1.990541 0.557394 -0.20 -0.57 -0.11 -0.32
C 1.080858 0.088106 -0.622400 -1.19 1.40 -0.05 -0.67
C 0.599203 2.274568 -1.772073 -1.51 -1.05 -0.36 -0.30
C -1.167370 2.858176 0.662570 1.47 -0.68 1.35 -1.10
C 0.406851 1.681751 -3.171037 -0.92 -0.50 -1.28 -1.28
H 1.447372 -0.105326 -1.644992 -0.18 -0.36 0.51 0.60
H -1.868410 2.303689 1.286657 -0.45 -0.05 -0.62 0.31
H -0.252929 -1.346146 2.356414 -0.68 0.06 0.25 0.43
H -3.002519 -0.782652 -1.982918 -0.12 -0.29 0.03 0.32
H -1.906300 -3.361640 -0.299650 0.53 -0.43 -0.98 0.41
H 1.956291 0.344597 -0.011869 -0.03 -0.40 0.18 0.04
H -0.179089 3.039972 -1.745707 0.43 0.34 0.37 0.19
H 0.203451 0.603815 -3.237324 0.65 0.06 0.56 0.31
H -0.131474 -0.700587 3.718268 -0.26 0.05 0.26 0.28
H 3.016407 0.542251 2.485272 0.35 0.38 -0.20 0.43
H -0.525855 2.020636 -3.636305 -0.13 0.43 0.37 0.36
H -0.367062 -3.218421 1.277572 -1.03 0.17 -0.14 0.34
H 1.055092 2.539206 0.815913 -0.45 0.03 -0.43 0.22
H -0.868944 -0.570580 0.097793 0.25 0.06 -0.24 0.30
H 2.997952 1.610923 1.459668 0.08 0.26 -0.13 0.33
H 0.078177 1.192194 1.293715 -0.15 0.01 0.33 0.24
H 0.075999 -1.747465 -0.879834 -0.42 0.19 0.28 -0.18
H 1.788480 -1.349717 1.651154 0.64 -0.11 0.11 0.40
H 2.974226 -1.567319 2.818688 -0.28 -0.10 -0.33 0.24
H -3.394381 -2.251783 -2.217950 0.01 0.70 0.43 0.38
H 1.560753 2.762056 -1.629744 0.46 -0.13 0.17 0.43
H 1.114189 1.922306 -3.961536 0.65 0.05 0.37 0.30
H -1.444328 -3.584537 -1.841487 0.13 0.02 0.63 0.28
H -1.511638 3.132003 -0.316738 -0.51 0.16 -0.15 0.27
H -0.919502 3.717789 1.279659 -0.10 0.50 -0.26 0.33
H -1.902834 -3.373248 1.693285 0.46 0.19 0.33 0.34
```
Positions in Å, forces in eV/Å.

Properties
HOMO-LUMO gap ... 8.65 eV
E_HOMO ... -5.439 eV
Total charge ... -1

---

Values of calculated total energy, in order: -4310.327; -102671.229; -9302.303; -12783.638; -49605.295; -22467.674, all in eV.